# C20H55AgN6O8

A structure of composition C20H55AgN6O8 in a non-equilibrium geometry (wB97M-V/def2-TZVPD, the OMol25 dataset).

Cartesian coordinates (Å):
1 Ag -1.32665 1.01200 1.93419
2 O 0.34281 2.60109 1.36364
3 O 0.38420 -0.78536 -1.10201
4 O -2.44971 2.78676 0.65880
5 O 2.15327 -0.77418 0.07140
6 O -2.81269 -3.53760 4.39409
7 O 6.99537 0.75715 -0.93754
8 O -2.82289 -1.70012 -6.35253
9 O 0.14497 -0.17055 0.73951
10 N -1.51462 -2.03782 -2.99655
11 N 0.91051 -0.57507 -0.07280
12 N -3.03551 -0.16219 0.65194
13 N 4.45381 -0.64887 -1.64793
14 N -1.63120 -1.24129 3.29455
15 N 0.19839 1.19067 3.67795
16 C -0.60488 -0.88918 -4.91931
17 C 6.25637 0.92618 -2.13173
18 C -3.34319 -4.31132 5.44716
19 C -4.14878 0.03048 -1.50939
20 C -1.42940 -3.43633 4.33230
21 C 0.48163 3.39238 0.15397
22 C 0.80460 2.47304 3.74187
23 C -1.87254 -1.47416 -4.27687
24 C -1.06255 -2.58185 3.04166
25 C 0.50004 -2.53572 2.86177
26 C -3.71758 -2.34027 -7.26188
27 C -2.81428 4.13077 1.00807
28 C -3.40569 2.16691 -0.25682
29 C -2.48022 -2.44751 -5.24535
30 C 8.42331 0.74024 -1.14302
31 C -3.15282 0.63835 -0.56892
32 C 1.25234 2.97489 2.39003
33 C 4.03730 1.64785 -1.00381
34 C 1.85180 2.53063 4.86125
35 C 4.73713 0.72075 -1.99970
36 H -3.96240 -0.23947 1.04566
37 H 6.49665 0.15662 -2.86531
38 H 3.06477 1.29320 -0.66248
39 H 2.21899 2.53083 2.15234
40 H -0.80962 -2.73700 -3.18153
41 H -2.09292 4.53211 1.71988
42 H 0.80255 -3.38836 2.25383
43 H 8.80500 0.54723 -0.14044
44 H -1.47990 -2.88022 2.07995
45 H -2.84109 4.76465 0.12174
46 H -2.23095 0.51421 -1.13712
47 H -3.94791 -0.98890 -1.83896
48 H -0.78784 -0.29664 -5.81570
49 H -3.08254 -2.97956 -7.87517
50 H -4.39990 -4.18155 5.68089
51 H 2.02948 3.59826 4.99046
52 H 0.07331 3.25151 3.95936
53 H 1.23225 4.05859 2.27471
54 H -2.84127 -1.10579 0.34863
55 H -0.06347 -0.37303 -4.12648
56 H -0.12310 0.83792 4.56807
57 H -3.43228 2.71191 -1.20041
58 H -3.40971 -2.87889 -4.87378
59 H -0.99184 -1.39206 -2.42228
60 H -0.23904 4.20088 0.03121
61 H -3.80033 4.12002 1.47247
62 H 1.46744 1.89335 5.65765
63 H 0.92700 0.51895 3.48297
64 H 0.01285 -1.67906 -5.34662
65 H -4.40602 2.28683 0.15916
66 H -5.11243 0.00915 -1.00044
67 H -1.15330 -4.46935 4.12079
68 H 8.82576 0.06271 -1.89607
69 H -0.92166 -3.11126 5.24040
70 H 4.67851 1.69879 -0.12384
71 H 2.78147 2.04910 4.55802
72 H 5.14731 -0.90063 -0.95816
73 H -3.09450 -5.32360 5.12851
74 H 1.51346 3.72774 0.04922
75 H -2.57080 -1.60980 3.33250
76 H -2.62286 -0.71592 -4.05285
77 H 8.61288 1.74922 -1.50923
78 H 3.57808 -0.62519 -1.14531
79 H -4.42621 -2.95710 -6.70918
80 H -1.47890 -0.90747 4.23554
81 H 4.25211 0.91237 -2.95685
82 H 0.93821 -1.62757 2.44779
83 H -1.84369 -3.28260 -5.53786
84 H -2.77482 -4.11356 6.35598
85 H -4.30201 -1.67573 -7.89823
86 H 3.90848 2.64517 -1.42436
87 H 6.45582 1.90032 -2.57824
88 H -4.24696 0.58585 -2.44214
89 H 0.32457 2.80832 -0.75284
90 H 1.04048 -2.59650 3.80640

As for the energy above the lowest of the compared OMol25 structures with the same formula, charge and spin: 269.17 kJ/mol. The spin multiplicity is 2. The value obtained for the gap between HOMO and LUMO (alpha / beta) is 8.58 / 3.44 eV. Its HOMO energy (alpha / beta) is -10.9447 / -10.6942 eV. Its total charge is +1. As for the LUMO energy (alpha / beta): -2.36 / -7.25 eV.

# C20H56F2N6O13S2

A cluster of 8 separate species, C20H56F2N6O13S2 in total in a non-equilibrium geometry (wB97M-V/def2-TZVPD, the OMol25 dataset).

Cartesian coordinates (Å):
1 S -0.74813 -5.34455 4.66645
2 S -0.87359 -2.99548 4.79893
3 F -0.74234 -6.39276 3.46074
4 F -0.69081 -1.70906 3.80920
5 O 0.31122 1.56618 0.92039
6 O -2.46603 -3.54684 -1.22462
7 O 0.21983 -2.69715 5.69681
8 O 0.02268 -0.57095 0.94617
9 O 0.53500 0.43563 -5.76656
10 O -2.23557 -2.79534 5.27773
11 O -3.74126 0.70314 3.35540
12 O 4.92386 -3.32033 -1.60493
13 O -2.19128 5.59075 0.67511
14 O -2.00564 -5.74917 5.26372
15 O 2.99646 0.64661 1.11217
16 O -1.65037 0.73834 1.32801
17 O 0.44275 -5.60386 5.42025
18 N 1.21547 4.20669 0.45137
19 N -0.43128 0.55927 1.07788
20 N 2.71101 -1.66987 -0.53985
21 N -0.68071 -3.99604 3.64263
22 N -2.79266 -2.20444 1.26131
23 N 0.31578 -1.30842 -2.44571
24 C -4.61026 -0.91603 0.30994
25 C 0.66858 -0.58198 -4.77042
26 C -2.91191 1.23312 5.55274
27 C 3.83447 1.66465 1.59731
28 C 0.05134 5.03276 0.11224
29 C 3.38151 0.05858 -2.09901
30 C -0.35596 0.98240 -2.93424
31 C -1.15565 4.66977 0.97508
32 C -3.24916 -2.37350 -1.15745
33 C 3.45865 -1.42675 -1.75772
34 C 6.20180 -3.85006 -1.32442
35 C -3.83957 -2.22755 0.23194
36 C -2.26169 -4.01104 -2.51737
37 C -0.20367 -0.43216 -3.51159
38 C 5.28364 1.21555 1.64164
39 C -0.29860 4.76344 -1.36897
40 C -3.30743 5.44535 1.50242
41 C 4.92887 -1.89397 -1.65330
42 C -0.73482 0.47849 -6.36894
43 C -3.39899 1.78999 4.21857
44 H -4.11185 -2.47813 -1.83873
45 H 0.67800 -2.16647 -2.85844
46 H -3.01615 0.60834 2.72292
47 H -1.19836 5.30438 -1.67232
48 H 2.06211 0.94301 1.11587
49 H 1.18330 -0.85214 -2.16735
50 H 2.60971 -0.81040 0.01473
51 H -1.82581 -5.01066 -2.49461
52 H 6.21512 -4.93367 -1.42666
53 H -4.48583 -3.09089 0.40730
54 H 0.51028 4.94945 -2.08055
55 H 3.66761 0.78088 -1.33508
56 H -2.05237 0.60372 5.32584
57 H 3.05044 -2.01409 -2.59080
58 H -1.54127 3.65642 0.83202
59 H -3.00652 5.64165 2.53956
60 H 5.47785 -1.59828 -2.55387
61 H 3.48953 2.05181 2.56097
62 H -3.65734 0.69587 6.13687
63 H 0.16457 6.11688 0.21574
64 H -3.24457 -4.12581 -3.00562
65 H 0.44454 -1.52987 -5.28625
66 H -0.78979 -0.33642 -7.10700
67 H 2.35583 0.34653 -2.31593
68 H 6.46547 -3.57511 -0.29927
69 H 6.94284 -3.46701 -2.03577
70 H -4.08431 6.16907 1.24846
71 H 5.94982 2.07386 1.77312
72 H -0.82830 4.80746 2.01542
73 H -1.58802 0.37641 -5.69609
74 H 5.33069 -1.52227 -0.70552
75 H -1.24690 -0.71604 -3.68077
76 H 3.28164 -2.21215 0.10414
77 H -3.26177 -2.24122 2.16666
78 H -0.51261 3.69730 -1.49339
79 H 0.83609 3.31211 0.76407
80 H 1.73924 -0.66782 -4.58011
81 H 5.62609 0.74820 0.71688
82 H -3.98067 -0.10196 -0.05508
83 H -5.57010 -0.93151 -0.22914
84 H 0.57431 1.41025 -2.55429
85 H -3.83818 4.48628 1.50096
86 H -2.55676 2.28689 3.73103
87 H -4.93747 -0.62707 1.31055
88 H -0.73887 1.41384 -6.92946
89 H 3.95331 0.25706 -3.01214
90 H -2.58760 2.06884 6.18481
91 H 5.50813 0.55767 2.48310
92 H -4.28396 2.42029 4.33021
93 H -0.84054 1.72744 -3.56507
94 H -2.42328 -1.24858 1.32917
95 H -0.97248 0.85520 -2.03979
96 H 3.78001 2.53315 0.92552
97 H 1.70513 4.05691 -0.41942
98 H -1.64728 -3.35534 -3.14771
99 H -2.69823 -1.50768 -1.54075

As for the energy above the lowest of the compared OMol25 structures with the same formula, charge and spin: 157.59 kJ/mol. The spin multiplicity is 1. The value obtained for the gap between HOMO and LUMO is 7.39 eV. Its HOMO energy is -3.4698 eV. Its total charge is -2. As for the LUMO energy: 3.92 eV.

- Look up the spin multiplicity of the second one.
  1

- Look up the total charge of the first one.
  +1

- What is the formula in the second record?
  C20H56F2N6O13S2

- Which of these has the lowest total charge?
  C20H56F2N6O13S2